No. 1
This record from the OMol25 dataset describes a cluster of 2 separate species, C3H11N4 in total. The level of theory is the ωB97M-V functional and the def2-TZVPD basis.

Last column: natural (NBO) charge in e.
CARTESIAN COORDINATES (ANGSTROEM)
N (-1.26, 0.10, -1.40)  -0.805
N (-1.46, 2.29, -0.67)  -0.784
N (0.73, -1.61, 2.62)  -0.765
N (1.36, -0.15, -0.73)  -0.719
C (-1.87, 1.24, -1.42)  0.341
C (1.65, -0.72, 0.58)  -0.207
C (0.63, -1.12, 1.34)  0.049
H (1.68, 0.81, -0.83)  0.416
H (1.64, -1.98, 2.84)  0.386
H (0.29, -0.12, -0.96)  0.457
H (-2.14, 3.03, -0.51)  0.412
H (-0.37, -1.04, 0.94)  0.214
H (-0.92, 2.10, 0.16)  0.393
H (1.76, -0.66, -1.52)  0.422
H (-1.74, -0.52, -2.05)  0.383
H (2.69, -0.76, 0.87)  0.222
H (-2.72, 1.43, -2.06)  0.189
H (0.04, -2.32, 2.83)  0.395

The relative energy (zero: lowest compared OMol25 entry of this formula, charge and spin) is 16.2 kcal per mole. The calculation puts the maximum force at 0.0141 Eh/bohr. Its frontier orbital gap is 10.0 eV. The net charge is +1. For the energy, the calculation gives -339.69393 Eh.

***

No. 2
This record from the OMol25 dataset describes a cluster of 2 separate species, C3H11N4 in total in a non-equilibrium geometry. The level of theory is the ωB97M-V functional and the def2-TZVPD basis.

Last column: natural (NBO) charge in e.
CARTESIAN COORDINATES (ANGSTROEM)
N (0.43, -1.59, 1.71)  -0.687
N (0.81, 1.64, 0.09)  -0.799
N (2.37, -1.60, 0.45)  -0.724
N (-0.98, 0.50, -0.82)  -0.625
C (-0.43, 1.63, -0.31)  0.300
C (1.57, -1.06, 1.38)  0.423
C (-2.34, 0.59, -1.46)  -0.420
H (-2.71, -0.45, -1.50)  0.215
H (-0.31, -0.01, -1.37)  0.387
H (-2.99, 1.19, -0.80)  0.216
H (0.11, -2.42, 1.23)  0.415
H (-0.24, -0.98, 2.09)  0.436
H (3.27, -1.18, 0.23)  0.442
H (1.78, -0.08, 1.80)  0.261
H (-1.15, 2.47, -0.23)  0.167
H (1.11, 2.62, 0.22)  0.365
H (2.01, -2.29, -0.21)  0.419
H (-2.32, 1.03, -2.48)  0.209

The relative energy (zero: lowest compared OMol25 entry of this formula, charge and spin) is 19.4 kcal per mole. The calculation puts the maximum force at 0.0433 Eh/bohr. Its frontier orbital gap is 9.0 eV. The net charge is +1. For the energy, the calculation gives -339.68872 Eh.

***

> What is the formula in the first record?

C3H11N4